(1)
DFT (ωB97M-V/def2-TZVPD) results for a molecular structure, C3H10ClN5S.

The geometry in XYZ format:
```
20
C3H10ClN5S, DFT ωB97M-V/def2-TZVPD
C 0.175 -0.508 -1.329
C -0.550 0.388 0.904
C 0.491 1.426 1.174
N 0.228 -1.744 -1.885
N 0.140 -2.605 -0.740
N -0.085 -0.677 -0.001
N -0.292 -1.924 0.323
N 0.621 2.584 0.231
S 0.368 0.898 -2.241
Cl -2.542 -2.056 0.474
H -0.977 -0.080 1.827
H -1.544 0.608 0.452
H 1.416 0.786 1.103
H 0.382 1.753 2.160
H 0.740 -2.020 -2.679
H -0.365 -3.429 -0.877
H -0.040 -2.394 1.186
H 1.457 3.159 0.448
H -0.180 3.323 0.286
H 0.555 2.514 -0.816
```

## Properties
Molar mass in g mol⁻¹: 183.7
Frontier orbital gap (alpha / beta) in eV: 9.56 / 5.41
2S+1: 3
Charge: +2
E_LUMO (alpha / beta) in eV: -7.352 / -11.644

---

(2)
DFT (ωB97M-V/def2-TZVPD) results for a gas-phase ion, C25H34F3O2Si (charge +1).

The geometry in XYZ format:
```
65
C25H34F3O2Si, DFT ωB97M-V/def2-TZVPD
C -5.308 1.018 1.283
C -3.954 0.391 1.616
C -2.866 1.435 1.843
C -1.482 0.872 1.931
O -1.210 0.316 0.554
C -0.054 -0.215 0.427
C 0.147 -1.328 -0.511
O 0.869 0.128 1.281
Si 2.558 0.596 1.200
C 3.239 0.229 -0.473
C 2.411 2.386 1.605
C 3.557 -0.321 2.555
C 4.126 -1.639 2.008
C 2.664 -0.610 3.776
C 4.704 0.606 2.980
H -5.986 0.256 0.886
H -5.773 1.460 2.174
H -5.204 1.802 0.522
H -4.015 -0.195 2.545
H -3.662 -0.313 0.822
H -2.918 2.244 1.104
H -3.063 1.899 2.824
H -0.713 1.620 2.147
H -1.423 0.027 2.628
H 1.239 -1.402 -0.609
H -0.248 -2.236 -0.009
H 4.200 0.767 -0.557
H 3.440 -0.838 -0.642
H 2.590 0.594 -1.279
H 3.338 2.907 1.329
H 1.588 2.836 1.034
H 2.221 2.545 2.674
H 4.787 -1.479 1.148
H 4.718 -2.125 2.797
H 3.332 -2.339 1.715
H 2.230 0.310 4.198
H 1.852 -1.313 3.538
H 3.284 -1.073 4.561
H 4.335 1.523 3.455
H 5.340 0.089 3.711
H 5.341 0.892 2.135
F -5.098 0.793 -2.161
C -4.270 -0.296 -1.956
C -4.870 -1.512 -1.665
C -3.999 -2.565 -1.399
F -4.515 -3.788 -1.042
C -2.623 -2.433 -1.474
C -2.058 -1.185 -1.768
C -0.523 -1.188 -1.841
C 0.222 -0.252 -2.812
C 1.437 -0.749 -3.326
C 2.107 -0.096 -4.360
C 1.563 1.057 -4.935
C 0.441 1.593 -4.327
F -0.139 2.712 -4.892
C -0.183 1.025 -3.209
C -2.890 -0.097 -2.026
H -5.948 -1.639 -1.616
H -1.982 -3.308 -1.336
H -0.326 -2.172 -2.295
H 1.848 -1.684 -2.928
H 3.036 -0.514 -4.739
H 2.011 1.517 -5.813
H -0.965 1.583 -2.689
H -2.507 0.877 -2.314
```

## Properties
Molar mass in g mol⁻¹: 451.6
Frontier orbital gap in eV: 8.44
Charge: +1
E_LUMO in eV: -3.605